ORCA calculation (ωB97M-V with the def2-TZVPD basis set) on a single C6H12O6 molecule at a distorted geometry.

Calculated values
E_LUMO, eV: 0.37
Calculated total energy, a.u.: -687.20425
Relative energy (zero: lowest compared OMol25 entry of this formula, charge and spin), kJ/mol: 126.9
SMILES: O=C(CO)[C@H](O)[C@H](O)[C@@H](O)CO
Maximum force, eV Å⁻¹: 3.0

```
! wB97M-V def2-TZVPD RIJCOSX def2/J DEFGRID3
* xyz 0 1
O -2.178 0.671 1.271
C -1.776 -0.190 0.479
C -2.689 -0.479 -0.716
O -3.913 0.125 -0.471
C -0.477 -0.899 0.716
O 0.150 -0.508 1.960
C 0.496 -0.696 -0.508
O 1.488 -1.733 -0.486
C 1.050 0.671 -0.600
O 0.189 1.722 -0.416
C 2.316 0.939 0.219
O 3.410 0.018 0.187
H -2.796 -1.557 -0.733
H -2.258 -0.260 -1.693
H -3.605 1.045 -0.173
H -0.585 -2.007 0.775
H -0.373 0.227 2.337
H -0.103 -0.811 -1.417
H 2.231 -1.489 0.101
H 1.406 0.868 -1.608
H -0.409 1.612 0.366
H 2.081 1.066 1.316
H 2.810 1.830 -0.137
H 3.535 -0.166 -0.769
*
```

natural (NBO) atomic charge list, values in e, 5 entries:
1. O -0.591
2. C 0.550
3. C -0.173
4. O -0.680
5. C -0.050